C30H34Cl6N5O2V | wB97M-V/def2-TZVPD

Properties
Energy above the lowest of the compared OMol25 structures with the same formula, charge and spin, kJ/mol: 350.7
Total charge: +1
E, Eh: -5292.58304
HOMO-LUMO gap (alpha / beta), eV: 4.774 / 5.201
Max |F|, eV/A: 6.21
<S²>: 0.797
Spin multiplicity: 2

Each line ends with the Mulliken spin population.
Geometry (Å):
O -19.67942 -14.88956 -6.53117  -0.230
V -20.49989 -14.35191 -7.74985  1.292
C -17.05084 -12.73090 -10.13327  -0.007
C -18.29240 -12.13141 -9.48989  -0.011
C -19.25207 -11.49949 -10.54361  0.004
O -19.04888 -12.92425 -8.66178  -0.046
H -16.56253 -11.95081 -10.71734  0.000
H -17.14233 -13.59662 -10.78920  -0.001
H -16.30095 -13.06148 -9.41460  0.001
H -17.85656 -11.25915 -9.00275  0.006
H -19.80572 -12.21343 -11.15341  0.002
H -18.70694 -10.93539 -11.30041  0.001
H -19.90611 -10.79032 -10.03625  -0.003
N -15.90940 -9.94456 -15.36918  0.000
C -16.18143 -11.07920 -14.71759  0.000
C -17.41626 -11.51178 -14.19966  0.000
C -18.51051 -10.64823 -14.47339  0.000
C -18.29554 -9.43308 -15.13735  0.000
C -16.98596 -9.08885 -15.44424  0.000
H -15.36474 -11.77019 -14.56937  0.000
H -17.57861 -12.48613 -13.76298  0.000
H -19.46912 -11.01509 -14.13738  0.000
H -19.15828 -8.84194 -15.40687  0.000
H -16.76779 -8.03804 -15.56508  0.000
N -19.43146 -11.08158 -5.33883  -0.001
C -20.50808 -10.45614 -4.78255  0.001
C -21.09911 -9.29577 -5.29649  0.000
C -20.51984 -8.76133 -6.42872  0.000
C -19.33341 -9.31534 -6.96547  0.001
C -18.77588 -10.40612 -6.31441  -0.001
H -20.96278 -10.86093 -3.89048  0.000
H -22.00520 -8.93247 -4.83452  0.000
H -20.91235 -7.84977 -6.85462  0.000
H -18.84202 -8.84265 -7.80304  0.000
H -17.83976 -10.82846 -6.64866  0.001
N -19.98401 -13.81393 -15.14905  0.000
C -18.87580 -14.36709 -15.66124  0.000
C -18.03449 -15.20589 -14.91396  0.000
C -18.34965 -15.45887 -13.58899  0.001
C -19.46665 -14.83939 -13.05622  -0.002
C -20.23031 -13.99177 -13.82076  0.001
H -18.64522 -14.15048 -16.69387  0.000
H -17.20877 -15.62368 -15.47077  0.000
H -17.64649 -16.09542 -13.07249  0.000
H -19.69240 -14.97628 -12.00899  0.003
H -21.12182 -13.54329 -13.40788  0.000
N -12.95324 -9.08071 -8.32391  0.000
C -13.60549 -10.23660 -8.52647  0.000
C -13.64309 -10.84033 -9.76425  0.000
C -12.97395 -10.24134 -10.81237  0.000
C -12.29577 -9.03653 -10.62681  0.000
C -12.27483 -8.50127 -9.34089  0.000
H -14.21383 -10.56825 -7.69802  0.000
H -14.16960 -11.77857 -9.85847  0.000
H -12.92010 -10.69101 -11.79283  0.000
H -11.78098 -8.53464 -11.43273  0.000
H -11.78801 -7.55158 -9.17509  0.000
N -22.06774 -13.10709 -6.63777  -0.016
C -22.43712 -11.93652 -7.21864  0.003
C -23.42933 -11.06417 -6.69543  -0.003
C -24.21649 -11.48356 -5.63337  0.004
C -23.80699 -12.64574 -4.99062  -0.003
C -22.73183 -13.39963 -5.47688  0.004
H -21.99604 -11.68392 -8.17156  0.001
H -23.69413 -10.21272 -7.30478  0.000
H -25.03125 -10.90683 -5.22116  0.000
H -24.31084 -12.90346 -4.07078  0.000
H -22.52139 -14.30990 -4.93510  -0.002
C -22.39768 -9.59715 -11.55581  0.000
Cl -21.56531 -8.19655 -10.98010  0.000
Cl -21.80141 -10.06676 -13.17604  0.000
Cl -24.17341 -9.32508 -11.56116  0.000
H -22.23959 -10.37909 -10.81306  0.000
C -16.73161 -8.81673 -11.76082  0.000
Cl -15.14814 -8.39684 -12.40290  0.000
Cl -17.87964 -7.60991 -12.21884  0.000
Cl -16.71826 -8.88882 -10.02233  0.000
H -17.08799 -9.74831 -12.20043  0.000

C33H25N3O3S4Ti | wB97M-V/def2-TZVPD

Properties
Energy above the lowest of the compared OMol25 structures with the same formula, charge and spin, kJ/mol: 429.4
Total charge: -2
E, Eh: -4104.78007
HOMO-LUMO gap, eV: 4.483
Max |F|, eV/A: 3.25
Spin multiplicity: 1

Each line ends with the Mulliken charge.
Geometry (Å):
Ti -0.18913 0.43923 0.73396  0.473
S -2.27135 0.62998 -3.46221  -0.505
C -1.26919 -0.55595 -4.28675  0.495
C -1.33449 -0.62033 -5.70464  -0.582
C -0.58365 -1.48990 -6.47859  -0.396
C 0.30295 -2.37869 -5.87513  -0.750
C 0.39457 -2.34353 -4.48868  -0.734
C -0.35378 -1.47593 -3.68878  0.154
S 0.20093 -1.77134 -1.86990  0.173
C -1.55236 -1.89775 -1.29799  -0.445
C -1.76232 -2.34636 0.10057  0.161
C -2.35709 -3.51040 0.47338  -0.493
C -2.71418 -3.79706 1.81224  -1.498
C -2.67360 -2.69087 2.69210  -0.508
C -2.05913 -1.52154 2.36585  -0.275
C -2.23791 -0.20636 3.06303  -0.807
S -0.68939 0.78705 3.08728  -0.545
C 0.20248 -1.98334 1.41115  0.583
C 0.74894 -2.27370 2.66716  -0.613
C 2.05327 -2.71646 2.72895  -1.049
C 2.79213 -2.87915 1.54348  -0.757
C 2.21712 -2.57403 0.32563  -0.668
C 0.90317 -2.10606 0.22347  0.324
S 0.81150 0.18360 -1.58294  -0.374
N -1.17656 -1.54607 1.20142  1.777
H -2.01663 0.07250 -6.18303  0.334
H -0.68734 -1.46936 -7.55984  0.297
H 0.90495 -3.06568 -6.45931  0.338
H 1.08660 -3.02100 -3.99081  0.217
H -2.00340 -2.58885 -2.01128  0.907
H -1.94285 -0.90922 -1.53156  -0.634
H -2.64196 -4.19550 -0.32324  0.389
H -3.19110 -4.72798 2.08680  0.334
H -3.22587 -2.72366 3.63171  0.371
H -2.53625 -0.39430 4.09625  0.564
H -3.01729 0.41489 2.61142  0.101
H 0.15496 -2.14209 3.56115  0.447
H 2.50169 -2.94198 3.69036  0.360
H 3.81245 -3.24938 1.59096  0.317
H 2.79357 -2.70274 -0.59377  0.311
O 3.77292 0.07519 2.72199  -0.650
C 4.23906 1.26713 2.33685  0.140
C 5.53075 1.58876 2.77899  -0.611
C 6.11238 2.78909 2.43695  -0.304
C 5.42656 3.70751 1.64116  -0.736
C 4.14976 3.39326 1.21238  -0.451
C 3.53696 2.18811 1.55033  -0.143
C 2.14208 1.91073 1.10516  1.071
O 1.67003 0.72437 1.30831  -0.284
N 1.44960 2.87539 0.59658  -1.121
N 0.12401 2.41659 0.35237  0.541
C -0.66692 3.28835 -0.12266  -0.358
C -2.08775 3.07261 -0.36679  1.027
C -2.88356 4.14268 -0.76875  -0.786
C -4.24134 3.97458 -0.94974  -0.802
C -4.80139 2.71080 -0.72514  -0.599
C -4.02708 1.63853 -0.33813  -0.524
C -2.65586 1.81634 -0.16517  -0.244
O -1.88523 0.80581 0.19792  1.105
H 2.89151 -0.09902 2.33611  0.435
H 6.04904 0.86112 3.39082  0.416
H 7.11297 3.01465 2.79010  0.349
H 5.88226 4.64885 1.36319  0.379
H 3.58570 4.08193 0.59717  0.439
H -0.24235 4.27234 -0.31546  0.272
H -2.42011 5.10865 -0.94098  0.378
H -4.85931 4.80299 -1.26828  0.374
H -5.86519 2.56519 -0.87085  0.390
H -4.43395 0.64674 -0.19431  0.501

C3H7N3O2 | wB97M-V/def2-TZVPD

Properties
Energy above the lowest of the compared OMol25 structures with the same formula, charge and spin, kJ/mol: 631.5
Total charge: 0
E, Eh: -433.08223
HOMO-LUMO gap, eV: 9.536
Max |F|, eV/A: 4.70
Spin multiplicity: 1

Each line ends with the Mulliken charge.
Geometry (Å):
H 0.53370 -1.52103 -1.23850  0.306
N 1.39901 -0.97634 -1.01144  -0.861
C 1.24860 0.11546 -0.42072  0.820
C 0.11691 1.08782 -0.66623  -0.311
N -1.13521 0.81817 -0.47571  -0.411
O -1.40245 -0.54286 -0.14033  -0.163
C -2.67735 -0.36804 0.52566  -0.543
N 2.18131 0.46352 0.50234  -0.215
O 3.33077 -0.29364 0.41423  -0.401
H 0.28363 2.16033 -0.91507  0.373
H -3.41925 0.07087 -0.02704  0.281
H -2.94011 -1.38652 0.73355  0.263
H -2.55638 0.09499 1.58014  0.236
H 2.17679 1.39565 1.02044  0.274
H 2.86004 -1.11837 0.11867  0.353

C53H57N4O2RbTe | wB97M-V/def2-TZVPD

Properties
Energy above the lowest of the compared OMol25 structures with the same formula, charge and spin, kJ/mol: 9.9
Total charge: -2
E, Eh: -2715.49760
HOMO-LUMO gap, eV: 5.424
Max |F|, eV/A: 1.39
Spin multiplicity: 1

Each line ends with the Mulliken charge.
Geometry (Å):
Rb -1.05391 0.38543 0.37066  1.301
O -1.36826 2.65536 -0.46045  0.636
C -2.12223 3.67622 -0.40106  -0.172
C -2.08819 4.69470 -1.41456  -0.659
C -2.87544 5.82098 -1.36087  -0.488
C -3.76077 6.04461 -0.29134  -0.873
C -3.81067 5.08710 0.70615  -0.442
C -3.04241 3.91784 0.68318  0.894
C -3.19987 3.01655 1.82840  -1.329
N -2.73941 1.83130 1.92521  0.656
N -3.06875 1.21175 3.13953  -0.853
C -2.31277 0.19299 3.44504  -0.412
O -1.27758 -0.27347 2.83647  -0.416
C -2.74391 -0.52300 4.71092  0.523
C -2.31100 -1.82521 4.93247  0.316
C -2.69019 -2.51737 6.07801  -0.794
C -3.49665 -1.90440 7.02799  -0.363
C -3.92877 -0.59869 6.81716  -0.596
C -3.56024 0.08378 5.66512  -0.502
H -1.40608 4.52215 -2.24020  0.361
H -2.80708 6.55431 -2.15916  0.345
H -4.37556 6.93445 -0.24414  0.341
H -4.47398 5.23549 1.55549  0.313
H -3.75389 3.41975 2.68299  0.131
H -1.66538 -2.28293 4.19436  0.115
H -2.34397 -3.53294 6.23117  0.386
H -3.78324 -2.43661 7.92752  0.348
H -4.55789 -0.11040 7.55316  0.379
H -3.89967 1.09369 5.47467  0.411
C 3.41160 -3.42928 -3.47287  -1.811
C 2.69936 -2.08549 -3.65609  2.772
C 2.54610 -1.76756 -5.14567  -1.639
C 3.41240 -0.96535 -2.91240  0.764
C 4.79966 -0.87008 -3.01947  -0.473
C 5.51280 0.08586 -2.32017  -1.434
C 4.82202 0.96350 -1.49805  -1.088
C 3.43494 0.93149 -1.37670  0.404
C 2.80436 1.97260 -0.45709  0.622
C 2.16575 1.36564 0.80057  -0.738
C 1.84416 2.93636 -1.16637  -1.312
C 2.71880 -0.03763 -2.11390  -0.519
N 1.30097 -0.10730 -2.03439  1.535
C 0.64392 0.39069 -3.01099  -1.325
C -0.80332 0.46652 -3.15075  1.106
C -1.25914 1.62925 -3.80452  -0.563
C -2.56066 2.06046 -3.75082  -1.045
C -3.45215 1.32060 -2.94646  -0.766
C -3.07105 0.14859 -2.35385  0.015
C -1.76400 -0.42604 -2.54539  -0.744
N -1.59753 -1.66532 -2.12841  -0.009
C -0.83155 -2.74368 -2.45768  -0.457
C -0.08849 -3.39390 -1.42707  0.236
C 0.53992 -4.60654 -1.65866  -0.127
C 0.47390 -5.23606 -2.89485  -1.626
C -0.25116 -4.61523 -3.90048  -1.112
C -0.90971 -3.39519 -3.72455  1.625
C -1.81785 -2.94339 -4.86349  0.432
C -3.28745 -2.86159 -4.43687  -1.438
C -1.39873 -1.66927 -5.60286  -1.161
C -0.03862 -2.77560 -0.04730  3.528
C 1.39911 -2.53884 0.42873  -0.715
C -0.82905 -3.58338 0.98724  -1.434
H 2.81954 -4.22900 -3.92026  0.406
H 3.53897 -3.66531 -2.41331  0.336
H 4.39937 -3.42810 -3.94730  0.456
H 1.69747 -2.19161 -3.23952  -1.591
H 3.52765 -1.67452 -5.62657  0.368
H 2.00726 -0.82842 -5.29882  0.242
H 1.99185 -2.56569 -5.65078  0.399
H 5.32803 -1.57221 -3.65563  0.294
H 6.59184 0.14116 -2.40126  0.338
H 5.36800 1.71393 -0.93566  0.339
H 3.64988 2.57419 -0.11411  0.596
H 1.26200 0.83911 0.52599  -1.045
H 1.88892 2.15452 1.50588  0.540
H 2.83241 0.66643 1.30399  0.476
H 0.87007 2.49544 -1.37609  -0.093
H 2.27643 3.30012 -2.10533  0.398
H 1.64790 3.79989 -0.52352  0.482
H 1.20001 0.93532 -3.79036  0.338
H -0.51543 2.23632 -4.31779  0.263
H -2.86497 2.98854 -4.21609  0.387
H -4.45881 1.68981 -2.78417  0.351
H -3.76562 -0.42436 -1.75135  0.559
H 1.09051 -5.07207 -0.84547  0.316
H 0.97105 -6.18261 -3.06995  0.303
H -0.34182 -5.10709 -4.86568  0.249
H -1.75029 -3.75292 -5.59580  0.647
H -3.44104 -2.08159 -3.68828  0.216
H -3.61858 -3.81118 -4.00699  0.345
H -3.91978 -2.63480 -5.30256  0.428
H -1.63837 -0.76644 -5.04206  0.118
H -1.92270 -1.61044 -6.56382  0.552
H -0.32275 -1.66224 -5.80091  0.037
H -0.53111 -1.81939 -0.14296  -2.135
H 1.90562 -3.49199 0.62750  0.362
H 1.41611 -1.95715 1.35465  -0.215
H 1.97483 -1.99305 -0.32200  0.050
H -0.35128 -4.55350 1.16753  0.361
H -1.84951 -3.76686 0.64104  0.448
H -0.88233 -3.04194 1.93839  -0.003
C 2.83602 0.12404 5.17081  -1.293
Te 1.03578 -0.40096 4.07460  0.296
C 0.35062 1.53200 4.65933  -0.724
C 1.41608 2.17080 5.51695  0.344
C 1.21331 3.44038 6.06314  -0.569
C 2.18639 4.04974 6.83768  -0.544
C 3.38320 3.38335 7.08801  -0.498
C 3.58609 2.12033 6.55562  -0.600
C 2.61646 1.49908 5.76379  0.502
H 3.70027 0.12715 4.50231  0.387
H 3.02322 -0.60671 5.96000  0.412
H -0.59204 1.42938 5.19791  0.425
H 0.14840 2.11522 3.75948  0.234
H 0.27811 3.95333 5.86297  0.483
H 2.01569 5.03929 7.24356  0.379
H 4.15351 3.84903 7.69142  0.366
H 4.51599 1.59602 6.74958  0.420

C6H9NO2 | wB97M-V/def2-TZVPD

Properties
Energy above the lowest of the compared OMol25 structures with the same formula, charge and spin, kJ/mol: 520.4
Total charge: 0
E, Eh: -439.07816
HOMO-LUMO gap, eV: 10.251
Max |F|, eV/A: 3.85
Spin multiplicity: 1

Each line ends with the Mulliken charge.
Geometry (Å):
C 0.53522 0.75182 -1.36237  -0.513
C -0.72891 0.49535 -1.31470  -0.648
C 0.89486 0.11046 -0.13286  0.237
C -0.62941 -0.35708 -0.07410  -0.121
C 1.22527 1.14922 0.97764  -1.507
C -1.31639 -1.72148 -0.06368  -0.572
N -1.41706 -2.20122 1.33813  0.930
O -2.30345 -1.79409 2.09653  -0.547
O -0.61214 -3.05400 1.62748  -0.555
H 1.10162 1.46828 -1.89766  0.445
H -1.55248 0.72142 -2.03860  0.349
H 1.69668 -0.63640 -0.21847  0.340
H -1.16688 0.17420 0.76252  0.325
H 1.20061 0.74650 1.96311  0.369
H 0.39415 1.83625 0.97952  0.393
H 2.00680 1.78577 0.66692  0.422
H -2.37626 -1.53989 -0.35366  0.318
H -0.70045 -2.40977 -0.72202  0.335